# 1
{
  "formula": "C36H25AsAuN3",
  "method": "ωB97M-V/def2-TZVPD",
  "total_energy_ev": -106739.190,
  "lumo_ev": 0.05,
  "relative_energy_kj_mol": 7.8,
  "homo_lumo_gap_ev": 6.5,
  "species": ["Au", "C", "C", "N", "C", "C", "C", "C", "C", "C", "C", "N", "C", "C", "C", "C", "C", "C", "C", "C", "N", "C", "H", "H", "H", "H", "H", "H", "H", "H", "H", "H", "H", "H", "C", "C", "C", "C", "C", "C", "As", "C", "C", "C", "C", "C", "C", "C", "C", "C", "C", "C", "C", "H", "H", "H", "H", "H", "H", "H", "H", "H", "H", "H", "H", "H"],
  "coordinates": [[-0.032, -2.678, -1.197], [-4.224, -1.233, -1.079], [-2.974, -1.715, -1.485], [-2.021, -2.040, -0.636], [-2.222, -1.903, 0.715], [-3.485, -1.489, 1.198], [-4.477, -1.139, 0.257], [-3.732, -1.418, 2.589], [-2.735, -1.754, 3.459], [-1.454, -2.105, 3.009], [-1.129, -2.148, 1.657], [0.065, -2.424, 1.105], [1.321, -2.260, 1.526], [1.761, -1.729, 2.742], [3.120, -1.586, 3.051], [4.104, -1.971, 2.184], [3.736, -2.484, 0.918], [4.713, -2.865, -0.029], [4.342, -3.307, -1.264], [2.976, -3.343, -1.574], [2.040, -3.008, -0.713], [2.373, -2.604, 0.557], [-4.959, -0.961, -1.824], [-2.749, -1.844, -2.536], [-5.438, -0.794, 0.620], [-4.709, -1.110, 2.936], [-2.922, -1.734, 4.526], [-0.699, -2.363, 3.737], [1.032, -1.412, 3.473], [3.388, -1.168, 4.014], [5.152, -1.888, 2.437], [5.758, -2.791, 0.245], [5.067, -3.602, -2.008], [2.643, -3.642, -2.559], [4.030, 3.316, -0.183], [3.924, 2.020, 0.303], [2.843, 1.230, -0.060], [1.851, 1.738, -0.896], [1.959, 3.037, -1.379], [3.049, 3.821, -1.026], [0.358, 0.540, -1.277], [-0.868, 1.177, 0.090], [-0.765, 0.973, 1.457], [-1.756, 1.465, 2.295], [-2.845, 2.146, 1.762], [-2.946, 2.356, 0.396], [-1.948, 1.879, -0.450], [-1.881, 2.078, -1.910], [-2.830, 2.734, -2.689], [-2.623, 2.881, -4.052], [-1.478, 2.371, -4.652], [-0.537, 1.695, -3.887], [-0.731, 1.560, -2.520], [4.876, 3.932, 0.093], [4.684, 1.619, 0.962], [2.774, 0.215, 0.318], [1.189, 3.441, -2.026], [3.129, 4.832, -1.405], [0.078, 0.430, 1.870], [-1.687, 1.305, 3.363], [-3.620, 2.517, 2.421], [-3.795, 2.897, -0.003], [-3.728, 3.135, -2.236], [-3.360, 3.398, -4.654], [-1.324, 2.493, -5.716], [0.346, 1.280, -4.358]],
  "lowdin_charge": [0.670, -0.051, -0.140, -0.030, -0.145, -0.165, -0.007, -0.067, -0.091, -0.031, -0.256, -0.019, -0.254, -0.041, -0.094, -0.077, -0.179, -0.010, -0.053, -0.140, -0.036, -0.153, 0.106, 0.105, 0.120, 0.107, 0.105, 0.095, 0.083, 0.104, 0.103, 0.118, 0.105, 0.102, -0.094, -0.084, -0.119, -0.384, -0.098, -0.089, 1.341, -0.314, -0.087, -0.080, -0.079, -0.030, -0.203, -0.202, -0.028, -0.084, -0.092, -0.104, -0.352, 0.100, 0.101, 0.078, 0.098, 0.101, 0.095, 0.106, 0.103, 0.104, 0.104, 0.101, 0.100, 0.104]
}

---

# 2
{
  "formula": "C18H20B2Ba2Br10O16",
  "method": "ωB97M-V/def2-TZVPD",
  "total_energy_ev": -754914.115,
  "lumo_ev": -7.46,
  "relative_energy_kj_mol": 356.5,
  "homo_lumo_gap_ev": 4.6,
  "charge": 2,
  "species": ["Ba", "Ba", "O", "C", "O", "B", "O", "C", "O", "O", "C", "O", "C", "O", "O", "O", "C", "O", "B", "O", "C", "O", "O", "C", "O", "C", "O", "O", "Br", "C", "C", "Br", "H", "H", "H", "H", "Br", "C", "C", "Br", "H", "H", "H", "H", "Br", "C", "C", "Br", "H", "H", "H", "H", "Br", "C", "C", "Br", "H", "H", "H", "H", "Br", "C", "C", "Br", "H", "H", "H", "H"],
  "coordinates": [[23.646, -10.289, -7.145], [19.464, -19.739, -5.586], [22.075, -11.643, -5.116], [21.146, -12.295, -5.503], [20.583, -13.348, -4.967], [19.517, -13.829, -5.847], [19.664, -13.069, -7.093], [20.612, -12.207, -6.972], [21.067, -11.495, -7.837], [18.206, -13.787, -5.225], [17.763, -15.005, -4.994], [16.790, -15.307, -4.384], [18.789, -15.977, -5.602], [19.781, -15.307, -6.070], [18.666, -17.186, -5.620], [23.466, -9.292, -4.514], [22.783, -8.293, -4.363], [22.563, -7.626, -3.298], [21.619, -6.522, -3.648], [21.504, -6.541, -5.128], [22.129, -7.591, -5.549], [22.339, -7.957, -6.685], [20.296, -6.745, -3.029], [20.022, -5.779, -2.175], [19.119, -5.694, -1.403], [21.175, -4.753, -2.274], [22.095, -5.237, -3.103], [21.247, -3.739, -1.647], [12.117, -14.612, -3.979], [13.314, -13.085, -4.344], [13.892, -13.295, -5.742], [15.246, -11.848, -5.965], [14.167, -13.134, -3.673], [12.813, -12.137, -4.191], [13.249, -13.168, -6.603], [14.447, -14.224, -5.777], [25.048, -13.905, -3.579], [23.160, -14.302, -3.424], [22.979, -15.596, -2.660], [21.042, -15.883, -2.543], [22.788, -14.375, -4.442], [22.686, -13.445, -2.953], [23.411, -15.550, -1.668], [23.364, -16.405, -3.272], [16.105, -15.867, -8.338], [17.380, -14.417, -8.688], [17.092, -13.736, -10.008], [18.395, -12.252, -10.142], [18.370, -14.871, -8.688], [17.411, -13.671, -7.894], [16.112, -13.269, -10.007], [17.217, -14.366, -10.881], [19.063, -15.456, -11.010], [20.814, -14.868, -10.456], [20.946, -13.339, -10.474], [22.788, -12.817, -10.312], [21.584, -15.372, -11.035], [20.907, -15.257, -9.443], [20.419, -12.966, -9.603], [20.510, -12.962, -11.394], [16.355, -19.155, -5.889], [15.174, -18.100, -4.697], [14.298, -17.263, -5.608], [13.267, -18.412, -6.817], [15.780, -17.472, -4.046], [14.642, -18.805, -4.065], [14.853, -16.516, -6.168], [13.547, -16.721, -5.029]],
  "lowdin_charge": [1.977, 1.807, 0.041, -0.361, 0.238, -0.870, 0.235, -0.387, -0.021, 0.248, -0.385, 0.186, -0.424, 0.242, -0.213, -0.034, -0.416, 0.311, -0.804, 0.310, -0.400, -0.060, 0.227, -0.393, 0.184, -0.378, 0.234, 0.185, 0.663, -0.656, -0.639, 0.634, 0.046, 0.064, 0.058, 0.006, 0.680, -0.747, -0.640, 0.682, 0.032, 0.061, 0.069, 0.051, 0.752, -0.738, -0.673, 0.857, -0.014, 0.033, 0.067, -0.055, 0.864, -0.631, -0.806, 0.680, 0.054, 0.048, -0.092, 0.025, 0.522, -0.542, -0.718, 0.649, 0.059, 0.076, -0.052, -0.007]
}

---

# 3
{
  "formula": "C15H32Br14INNbO",
  "method": "ωB97M-V/def2-TZVPD",
  "total_energy_ev": -1009855.537,
  "lumo_ev": 1.52,
  "relative_energy_kj_mol": 43.1,
  "homo_lumo_gap_ev": 6.9,
  "charge": -1,
  "species": ["N", "C", "O", "Nb", "I", "H", "H", "H", "H", "Br", "C", "C", "Br", "H", "H", "H", "H", "Br", "C", "C", "Br", "H", "H", "H", "H", "Br", "C", "C", "Br", "H", "H", "H", "H", "Br", "C", "C", "Br", "H", "H", "H", "H", "Br", "C", "C", "Br", "H", "H", "H", "H", "Br", "C", "C", "Br", "H", "H", "H", "H", "Br", "C", "C", "Br", "H", "H", "H", "H"],
  "coordinates": [[0.412, 3.968, 0.784], [1.100, 3.653, -0.059], [2.246, 3.571, -0.762], [3.419, 1.876, -0.301], [1.243, 0.435, 0.741], [3.807, 2.488, 1.400], [4.445, 0.398, -0.006], [3.087, 1.226, -1.992], [4.908, 2.689, -0.914], [2.861, -1.880, -3.410], [3.069, -0.919, -5.085], [1.878, -0.039, -5.354], [0.351, -1.075, -5.984], [3.241, -1.661, -5.860], [3.966, -0.315, -4.959], [2.094, 0.664, -6.157], [1.548, 0.509, -4.475], [-3.804, 2.303, 3.067], [-3.320, 0.699, 4.064], [-1.853, 0.387, 3.923], [-1.453, -0.411, 2.194], [-3.963, -0.100, 3.709], [-3.567, 0.925, 5.099], [-1.550, -0.358, 4.657], [-1.217, 1.265, 4.018], [-6.355, -0.044, 5.450], [-7.052, 1.092, 4.025], [-8.556, 1.131, 4.027], [-9.315, -0.498, 3.273], [-6.636, 0.718, 3.094], [-6.646, 2.081, 4.227], [-8.918, 1.936, 3.389], [-8.979, 1.243, 5.020], [-3.619, 2.937, -7.511], [-2.399, 2.087, -6.250], [-1.488, 3.095, -5.601], [-0.062, 3.647, -6.807], [-1.862, 1.318, -6.799], [-3.040, 1.617, -5.507], [-0.980, 2.653, -4.744], [-2.003, 3.998, -5.286], [-9.607, -0.012, 7.350], [-10.921, -1.331, 6.781], [-10.948, -2.516, 7.711], [-9.432, -3.697, 7.402], [-10.677, -1.597, 5.756], [-11.876, -0.809, 6.799], [-11.829, -3.128, 7.524], [-10.922, -2.235, 8.761], [6.232, -2.130, 0.215], [5.635, -3.412, -1.120], [6.796, -4.005, -1.873], [7.496, -2.758, -3.195], [4.929, -2.893, -1.762], [5.110, -4.184, -0.558], [6.477, -4.876, -2.446], [7.627, -4.283, -1.230], [10.019, 0.797, -1.298], [11.619, 0.006, -2.074], [11.306, -1.294, -2.768], [11.050, -2.737, -1.490], [12.341, -0.103, -1.270], [11.984, 0.742, -2.789], [12.144, -1.609, -3.388], [10.406, -1.248, -3.376]],
  "lowdin_charge": [0.099, -0.616, -0.430, 0.835, 0.034, -0.168, -0.201, -0.180, -0.157, 0.621, -0.688, -0.692, 0.588, 0.047, 0.063, 0.051, 0.045, 0.633, -0.737, -0.672, 0.476, 0.018, 0.025, 0.058, 0.059, 0.636, -0.690, -0.694, 0.621, 0.044, 0.036, 0.060, -0.026, 0.584, -0.704, -0.688, 0.591, 0.024, 0.060, 0.060, 0.051, 0.640, -0.682, -0.700, 0.606, 0.009, 0.059, 0.055, 0.048, 0.594, -0.702, -0.687, 0.586, -0.025, 0.057, 0.054, 0.043, 0.617, -0.708, -0.702, 0.584, 0.046, 0.053, 0.054, 0.029]
}